# C40H54BBrCeN10S3

A molecular structure, C40H54BBrCeN10S3 (wB97M-V/def2-TZVPD, the OMol25 dataset).

```
! RIJCOSX wB97M-V def2-TZVPD def2/J DEFGRID3
* xyz 1 2
Ce -1.322 -0.222 0.726
C -2.567 -2.661 3.151
C -2.441 -3.538 1.948
C -3.351 -3.071 0.818
C -4.713 -3.355 0.847
C -5.504 -2.792 -0.136
C -4.861 -2.099 -1.217
C -3.564 -1.860 -1.127
N -2.727 -2.310 -0.128
N -1.811 -1.349 3.051
C -0.510 -1.556 3.775
C 0.429 -2.498 3.031
C 0.976 -3.634 3.635
C 2.023 -4.332 3.016
C 2.478 -3.764 1.818
C 1.823 -2.745 1.248
N 0.766 -2.080 1.801
C -2.571 -0.446 3.944
C -2.179 1.013 3.890
C -2.755 1.901 4.836
C -2.489 3.273 4.782
C -1.829 3.745 3.643
C -1.306 2.822 2.762
N -1.435 1.465 2.894
H -2.216 -3.168 4.056
H -3.601 -2.361 3.339
H -2.670 -4.574 2.247
H -1.450 -3.587 1.429
H -5.171 -3.845 1.761
H -6.552 -2.966 -0.192
H -5.410 -1.729 -2.120
H -3.052 -1.283 -1.959
H -0.630 -1.969 4.784
H 0.065 -0.650 3.827
H 0.635 -4.041 4.592
H 2.527 -5.185 3.523
H 3.332 -4.217 1.294
H 2.109 -2.393 0.224
H -2.494 -0.836 5.019
H -3.694 -0.550 3.749
H -3.250 1.484 5.716
H -2.641 3.934 5.642
H -1.441 4.785 3.630
H -0.643 3.094 1.893
C 5.917 1.510 1.796
C 4.400 1.338 1.917
C 4.046 0.158 2.841
C 3.785 2.594 2.618
N 3.918 1.056 0.488
C 4.720 0.369 -0.411
C 3.934 0.037 -1.441
N 2.680 0.594 -1.355
B 1.923 1.113 -2.643
N 1.095 2.470 -2.426
C 1.691 3.736 -2.478
C 0.767 4.670 -2.256
N -0.481 4.062 -2.117
C -0.262 2.684 -2.167
S -1.462 1.513 -1.932
C -1.779 4.713 -1.821
C -2.352 4.531 -0.421
C -1.644 6.280 -1.963
C -2.877 4.301 -2.801
N 1.021 -0.015 -3.266
C 0.720 0.074 -4.626
C 0.490 -1.160 -5.080
N 0.559 -2.061 -4.015
C 0.653 -1.249 -2.883
S 0.368 -1.841 -1.318
C 0.522 -3.570 -4.175
C 1.732 -4.190 -3.492
C 0.589 -3.933 -5.715
C -0.799 -4.087 -3.539
C 2.646 1.059 -0.029
S 1.226 1.386 0.855
H 6.194 1.936 2.748
H 6.226 2.247 1.035
H 6.420 0.519 1.745
H 4.432 0.390 3.843
H 4.332 -0.833 2.419
H 2.972 0.071 2.975
H 4.360 2.653 3.497
H 2.750 2.350 2.937
H 3.771 3.466 1.988
H 5.727 0.046 -0.181
H 4.241 -0.555 -2.332
H 2.747 1.419 -3.490
H 2.778 3.801 -2.559
H 0.865 5.705 -2.300
H -1.628 4.736 0.357
H -2.796 3.486 -0.230
H -3.228 5.165 -0.278
H -0.861 6.543 -1.256
H -2.609 6.784 -1.649
H -1.362 6.579 -2.977
H -3.328 3.340 -2.447
H -2.396 4.228 -3.739
H -3.562 5.117 -2.709
H 0.822 0.977 -5.307
H 0.191 -1.447 -6.083
H 2.625 -3.869 -4.002
H 1.645 -5.257 -3.621
H 1.778 -3.957 -2.417
H 1.429 -3.372 -6.211
H -0.373 -3.669 -6.132
H 0.756 -4.990 -5.773
H -0.784 -3.788 -2.455
H -0.709 -5.225 -3.637
H -1.662 -3.717 -4.088
Br -3.825 1.126 0.729
*
```

Summary:
**Maximum force**: 4.4 eV Å⁻¹
**HOMO (alpha / beta)**: -9.3371 / -9.3475 eV
**HOMO-LUMO gap (alpha / beta)**: 0.264 / 0.265 hartree
**Relative energy (zero: lowest compared OMol25 entry of this formula, charge and spin)**: 2.853 eV

Here are the Mulliken charges for atoms 1 to 2, given in e: number 1, Ce, carries 0.62; number 2, C, carries -1.24

=====

# C40H54Cl2N4O7PY

A molecular structure, C40H54Cl2N4O7PY (wB97M-V/def2-TZVPD, the OMol25 dataset).

```
! RIJCOSX wB97M-V def2-TZVPD def2/J DEFGRID3
* xyz -2 1
Y 0.448 0.273 0.603
O 4.579 1.090 0.079
C 3.438 1.529 0.387
O 2.371 1.282 -0.301
C 3.315 2.362 1.635
C 2.064 3.230 1.522
C 2.025 4.368 2.533
C 1.578 3.602 3.834
C 1.664 2.150 3.341
O 1.036 2.345 2.033
C 3.067 1.683 3.043
C 3.199 0.151 3.026
O 4.029 -0.365 3.741
O 2.437 -0.405 2.225
H 4.142 3.084 1.597
H 1.848 3.553 0.507
H 2.999 4.811 2.568
H 1.283 5.213 2.306
H 2.276 3.735 4.661
H 0.515 3.911 4.143
H 1.081 1.469 3.889
H 3.809 2.061 3.757
C -4.534 2.603 1.438
C -4.206 1.668 0.404
C -2.911 1.236 0.214
C -1.825 1.643 1.000
C -2.253 2.527 2.056
C -3.548 3.027 2.285
H -5.546 2.796 1.557
H -5.040 1.244 -0.138
H -2.701 0.435 -0.500
H -1.412 2.996 2.598
H -3.746 3.819 3.014
N 3.093 -1.903 -0.254
N 1.662 -1.834 -0.381
H 3.299 -1.574 0.697
H 3.550 -1.221 -0.893
H 1.275 -2.775 -0.182
H 1.345 -1.664 -1.326
C 1.132 -1.985 -4.116
C 1.646 -0.579 -4.076
C 2.036 -0.130 -5.516
C 2.965 -0.527 -3.195
P 0.355 0.490 -3.241
N -0.019 0.239 -1.748
C 0.875 2.255 -3.550
C 0.092 3.122 -2.531
C 0.648 2.858 -4.948
C 2.421 2.536 -3.244
C -1.304 0.266 -4.218
C -2.283 1.372 -3.893
C -1.956 -1.066 -3.675
C -1.181 0.169 -5.748
H 1.902 -2.686 -4.384
H 0.358 -2.121 -4.834
H 0.801 -2.346 -3.172
H 2.741 -0.883 -5.891
H 2.538 0.833 -5.441
H 1.194 -0.023 -6.213
H 3.218 -1.602 -2.877
H 2.897 0.195 -2.344
H 3.801 -0.162 -3.828
H -1.002 2.925 -2.656
H 0.233 4.191 -2.726
H 0.393 2.923 -1.524
H -0.388 2.793 -5.229
H 1.244 2.326 -5.703
H 0.894 3.898 -4.831
H 2.621 2.178 -2.255
H 2.524 3.595 -3.339
H 3.142 2.063 -3.928
H -2.449 1.313 -2.783
H -3.247 1.058 -4.306
H -1.996 2.387 -4.104
H -2.013 -1.107 -2.550
H -1.451 -1.938 -4.059
H -2.973 -1.186 -4.001
H -0.612 1.010 -6.168
H -2.205 0.128 -6.150
H -0.759 -0.798 -6.032
Cl -2.211 -3.907 5.957
C -0.655 -3.409 5.309
C 0.303 -2.889 6.100
C 1.613 -2.639 5.740
C 1.924 -3.040 4.436
C 0.993 -3.489 3.578
Cl 1.561 -4.060 2.028
C -0.314 -3.709 3.991
N -1.181 -4.251 3.083
C -2.577 -4.050 2.900
C -3.370 -5.182 2.794
C -4.756 -5.156 2.551
C -5.295 -3.881 2.419
C -4.565 -2.753 2.556
C -3.165 -2.832 2.830
C -2.375 -1.534 3.070
C -1.196 -1.207 2.218
O -1.067 -1.720 1.086
O -0.388 -0.348 2.714
H 0.098 -2.619 7.138
H 2.342 -2.236 6.448
H 2.954 -2.923 4.048
H -0.693 -4.368 2.224
H -2.865 -6.136 2.970
H -5.271 -6.091 2.421
H -6.344 -3.737 2.190
H -5.013 -1.739 2.479
H -1.978 -1.532 4.102
H -3.047 -0.702 2.929
*
```

Summary:
**Maximum force**: 3.6 eV Å⁻¹
**HOMO**: -2.1203 eV
**HOMO-LUMO gap**: 0.229 hartree
**Relative energy (zero: lowest compared OMol25 entry of this formula, charge and spin)**: 0.000 eV

Here are the Mulliken charges for atoms 1 to 2, given in e: number 1, Y, carries -0.68; number 2, O, carries -0.82

=====

# C40H57BN2O15S2

3 unconnected molecules or ions with the total composition C40H57BN2O15S2 (wB97M-V/def2-TZVPD, the OMol25 dataset).

```
! RIJCOSX wB97M-V def2-TZVPD def2/J DEFGRID3
* xyz 0 1
C -3.988 1.332 4.640
C -3.421 1.660 3.101
N -2.243 0.854 2.688
C -2.348 0.089 1.403
C -3.623 -0.939 1.647
S -3.533 -1.869 3.315
C -5.329 -2.408 3.682
C -6.168 -2.775 2.309
C -0.907 -0.681 1.073
C -0.972 -2.291 1.036
C 0.038 0.100 -0.050
C 0.526 1.602 0.398
C 0.797 2.026 1.909
C 1.795 1.183 2.862
O 1.727 1.813 4.223
B 1.539 -0.649 -0.235
O 2.306 -0.670 -1.514
N 2.305 -1.327 0.908
C 3.703 -0.670 0.814
C 2.639 -2.777 0.601
C -0.714 0.291 -1.529
C 0.093 1.360 -2.540
C -0.677 2.791 -2.750
C -1.700 2.741 -4.073
C -0.962 3.167 -5.476
O 0.466 2.820 -5.558
C 0.772 1.969 -6.717
O 1.233 0.722 -6.438
C -0.796 -1.043 -2.470
C -1.915 -2.180 -2.141
C -3.540 -1.980 -2.026
C -4.631 -3.204 -1.722
C -4.104 -4.780 -1.534
C -2.484 -4.998 -1.689
C -1.392 -3.763 -1.980
C 0.173 -4.244 -2.102
O -2.054 0.822 -1.518
S -2.846 1.126 -0.105
O -4.389 0.971 -0.439
O -2.758 2.681 0.174
H -3.166 0.707 5.190
H -4.255 2.354 5.175
H -4.953 0.667 4.516
H -4.326 1.689 2.323
H -3.064 2.798 3.168
H -1.739 0.368 3.453
H -4.670 -0.377 1.736
H -3.800 -1.686 0.732
H -5.867 -1.492 4.182
H -5.338 -3.332 4.401
H -5.489 -3.322 1.504
H -6.564 -1.770 1.839
H -7.087 -3.474 2.543
H -0.291 -0.483 2.083
H -1.016 -2.681 2.167
H -1.949 -2.780 0.552
H -0.108 -2.892 0.549
H -0.201 2.449 -0.033
H 1.562 1.841 -0.155
H -0.146 2.334 2.574
H 1.353 3.089 1.813
H 1.574 0.055 3.029
H 2.909 1.408 2.495
H 2.388 2.568 4.287
H 2.792 0.191 -1.668
H 4.197 -0.739 1.882
H 4.379 -1.156 -0.007
H 3.549 0.496 0.614
H 2.660 -3.052 -0.533
H 1.929 -3.436 1.261
H 3.739 -2.969 1.020
H 1.202 1.557 -2.249
H 0.196 0.933 -3.653
H -1.172 3.252 -1.802
H 0.169 3.568 -3.077
H -2.215 1.677 -4.116
H -2.505 3.594 -3.851
H -1.138 4.329 -5.675
H -1.491 2.611 -6.383
H 0.670 2.361 -7.831
H -1.220 -0.645 -3.521
H 0.218 -1.546 -2.753
H -4.006 -0.919 -2.176
H -5.786 -3.008 -1.629
H -4.846 -5.688 -1.342
H -2.078 -6.115 -1.596
H 0.889 -3.369 -1.764
H 0.382 -4.383 -3.270
H 0.414 -5.276 -1.601
C 6.118 -5.478 1.777
C 6.885 -6.465 2.247
C 8.227 -6.190 2.830
O 8.901 -7.115 3.270
C 8.699 -4.797 2.848
C 7.934 -3.811 2.375
C 6.580 -4.082 1.818
O 5.893 -3.153 1.408
O 8.372 -2.500 2.387
O 6.458 -7.779 2.209
H 5.139 -5.663 1.353
H 9.684 -4.614 3.258
H 7.640 -1.977 1.994
H 7.188 -8.302 2.608
C 0.067 6.725 -0.085
C -0.675 7.835 -0.097
C -1.021 8.521 -1.372
O -1.719 9.528 -1.352
C -0.497 7.953 -2.624
C 0.247 6.846 -2.612
C 0.570 6.145 -1.339
O 1.241 5.118 -1.362
O 0.746 6.308 -3.785
O -1.149 8.388 1.078
H 0.324 6.215 0.835
H -0.741 8.472 -3.543
H 1.249 5.510 -3.513
H -1.658 9.183 0.806
*
```

Summary:
**Maximum force**: 10.1 eV Å⁻¹
**HOMO**: -8.0866 eV
**HOMO-LUMO gap**: 0.226 hartree

Here are the Mulliken charges for atoms 1 to 2, given in e: number 1, C, carries -0.72; number 2, C, carries -0.39

=====

Q: What is the maximum force in the third record?
A: 10.1 eV Å⁻¹

=====

Q: Among the records above, which one has the lowest maximum force?
A: C40H54Cl2N4O7PY

=====

Q: Which formula does entry 3 have?
A: C40H57BN2O15S2

=====

Q: Which formula does entry 3 have?
A: C40H57BN2O15S2